1.
{
  "formula": "C5H11N2O",
  "method": "wB97M-V/def2-TZVPD",
  "elements": ["O", "C", "C", "C", "C", "C", "N", "N", "H", "H", "H", "H", "H", "H", "H", "H", "H", "H", "H"],
  "coordinates": [[0.025, -0.763, 1.039], [-0.375, -0.374, -0.138], [0.736, 0.396, -1.030], [-0.063, 1.500, -1.929], [-1.365, 1.520, -1.219], [-1.502, 0.570, -0.237], [0.440, -3.014, 2.634], [1.587, 1.081, -0.066], [-0.797, -1.256, -0.719], [1.403, -0.236, -1.668], [0.382, 2.552, -1.876], [0.010, 1.120, -3.119], [-2.188, 2.232, -1.398], [-2.299, 0.515, 0.605], [0.475, -1.977, 2.798], [0.666, -3.422, 3.515], [-0.577, -3.155, 2.596], [2.517, 1.048, -0.471], [1.425, 0.544, 0.767]],
  "atomic_forces_ev_per_a": [[-0.074, -0.320, 1.305], [1.126, 0.238, -3.745], [-0.066, 0.923, -0.859], [1.555, -1.332, -1.669], [-1.637, -1.542, 1.553], [-2.164, 2.548, 0.652], [-1.094, 1.686, -0.071], [-0.532, 0.165, -1.023], [0.556, 0.078, 0.581], [-1.038, 0.023, 0.269], [-0.189, -1.600, -0.125], [-0.731, 1.138, 3.112], [0.666, -0.255, 0.046], [1.130, 0.170, -1.962], [0.283, -1.332, -0.287], [0.519, -0.441, 0.802], [0.350, -0.125, -0.317], [0.095, -0.003, 1.038], [1.245, -0.019, 0.700]],
  "mulliken_charge": [-0.44, 0.31, -0.05, -0.60, -0.42, -0.51, -0.67, -0.72, 0.26, 0.45, 0.27, 0.23, 0.37, 0.30, 0.25, 0.23, 0.22, 0.26, 0.25],
  "homo_energy_ev": [-9.15, -9.15],
  "spin_multiplicity": 2,
  "homo_lumo_gap_ev": [10.135, 7.118],
  "de_lowest_kcal_mol": 49.8
}

2.
{
  "formula": "C5H11N2O",
  "method": "wB97M-V/def2-TZVPD",
  "elements": ["O", "C", "C", "C", "C", "C", "N", "N", "H", "H", "H", "H", "H", "H", "H", "H", "H", "H", "H"],
  "coordinates": [[-0.690, 2.222, -0.921], [0.606, 2.087, -1.518], [1.032, -0.749, -0.331], [0.599, -1.389, 0.977], [-0.829, -1.487, 1.199], [-1.800, -0.457, 0.988], [-2.926, -0.493, 1.581], [2.350, -1.199, -0.533], [0.424, 2.043, -2.589], [0.315, -0.915, -1.146], [1.093, -2.360, 1.040], [0.951, -0.789, 1.842], [-1.214, -2.456, 1.524], [-1.561, 0.280, 0.206], [-0.493, 3.151, -0.715], [-3.492, 0.326, 1.368], [2.695, -0.900, -1.449], [1.248, 2.879, -1.154], [1.693, 0.206, -0.369]],
  "atomic_forces_ev_per_a": [[2.495, 0.617, -0.733], [-2.377, -0.105, 0.698], [1.735, -1.760, -1.407], [-0.652, 0.564, 0.771], [-0.094, -0.922, -0.038], [0.019, 0.760, -1.543], [0.245, -0.536, 0.549], [-0.398, 0.325, 0.208], [0.910, -1.012, -0.178], [-0.002, 0.651, 0.019], [-0.039, 0.087, 0.048], [0.235, -0.145, -0.053], [-0.060, 0.290, 0.452], [0.196, 0.202, 0.537], [-1.511, 0.028, 1.043], [-0.123, 0.047, -0.125], [-0.224, -0.509, -0.269], [0.694, -0.331, -0.031], [-1.050, 1.748, 0.052]],
  "mulliken_charge": [-0.40, -0.51, -0.01, -0.35, -0.19, 0.12, -0.45, -0.67, 0.25, 0.47, 0.38, 0.33, 0.39, 0.23, 0.36, 0.32, 0.30, 0.43, 0.01],
  "charge": 1,
  "homo_energy_ev": -11.11,
  "homo_lumo_gap_ev": 3.807,
  "de_lowest_kcal_mol": 270.6
}

3.
{
  "formula": "C5H11N2O",
  "method": "wB97M-V/def2-TZVPD",
  "elements": ["O", "C", "C", "C", "C", "C", "N", "N", "H", "H", "H", "H", "H", "H", "H", "H", "H", "H", "H"],
  "coordinates": [[-2.051, 2.690, 0.082], [-1.215, 1.960, -0.362], [-1.057, 0.518, 0.115], [0.292, 0.234, 0.743], [1.365, -0.165, -0.277], [1.561, -1.441, -0.619], [2.502, -1.891, -1.484], [-2.198, 0.313, 1.071], [-0.491, 2.244, -1.147], [-1.256, -0.075, -0.767], [0.249, -0.549, 1.521], [0.681, 1.101, 1.281], [2.058, 0.589, -0.611], [0.880, -2.201, -0.233], [3.303, -1.309, -1.671], [2.706, -2.873, -1.546], [-2.694, 1.213, 1.174], [-1.829, 0.074, 1.998], [-2.805, -0.432, 0.734]],
  "atomic_forces_ev_per_a": [[-0.263, 0.079, 0.171], [0.843, -0.194, -0.375], [-0.712, 0.740, -0.036], [1.570, -0.495, -0.137], [-0.479, 0.197, 0.690], [-0.393, -0.065, 0.023], [0.471, -0.257, -0.223], [0.446, -0.288, 0.494], [-0.160, 0.186, 0.148], [0.156, -0.550, -0.093], [-0.408, 0.068, -0.384], [-0.308, 0.204, 0.010], [0.007, 0.233, -0.100], [0.177, -0.023, -0.082], [-0.110, 0.090, -0.056], [-0.159, -0.018, 0.109], [-0.247, 0.144, -0.290], [-0.198, -0.183, -0.152], [-0.232, 0.130, 0.281]],
  "mulliken_charge": [-0.48, 0.00, -0.02, -1.15, -0.62, -0.04, -0.44, -0.22, 0.41, 0.45, 0.52, 0.44, 0.34, 0.27, 0.22, 0.24, 0.37, 0.37, 0.35],
  "charge": 1,
  "homo_energy_ev": -11.70,
  "smiles": "N/C=C/C[C@@H]([NH3+])C=O",
  "homo_lumo_gap_ev": 8.242,
  "de_lowest_kcal_mol": 44.8
}

4.
{
  "formula": "C5H11N2O",
  "method": "wB97M-V/def2-TZVPD",
  "elements": ["C", "C", "C", "C", "C", "N", "N", "O", "H", "H", "H", "H", "H", "H", "H", "H", "H", "H", "H"],
  "coordinates": [[0.603, 0.288, 0.696], [-2.053, 3.054, -0.873], [1.808, -1.308, -0.717], [-1.835, 1.703, -0.456], [0.895, -2.185, 1.309], [1.055, -0.922, 0.514], [-1.330, 0.635, 0.009], [-2.888, 1.966, -1.248], [1.064, 0.964, 0.005], [0.090, 0.542, 1.611], [-2.458, 3.764, -0.232], [-1.464, 3.429, -1.659], [1.643, -0.519, -1.401], [2.843, -1.387, -0.569], [1.872, -2.534, 1.824], [0.053, -2.110, 1.902], [0.701, -2.945, 0.600], [1.472, -2.288, -1.142], [-2.073, -0.146, -0.172]],
  "atomic_forces_ev_per_a": [[0.604, -1.785, 0.526], [1.430, -0.124, 0.011], [-1.576, 0.012, -0.144], [-0.617, -0.953, -0.821], [2.297, 0.779, -0.106], [0.942, -2.043, -0.374], [-2.675, -0.706, -0.877], [-0.562, -1.234, 0.493], [-0.377, 0.837, 0.061], [0.753, 0.128, 0.138], [-0.770, 1.088, 1.186], [0.722, 0.566, -0.941], [-0.088, 0.587, -1.133], [1.462, -0.083, 0.716], [-1.652, 1.157, -0.542], [-1.353, 0.158, 1.813], [-0.355, -0.794, -0.733], [-0.079, 1.055, 0.461], [1.892, 1.354, 0.268]],
  "mulliken_charge": [-0.30, -0.15, -0.96, 0.40, -0.94, 0.08, -0.41, -0.36, 0.35, 0.42, 0.25, 0.24, 0.35, 0.38, 0.29, 0.41, 0.36, 0.33, 0.25],
  "charge": 1,
  "homo_energy_ev": -14.47,
  "homo_lumo_gap_ev": 11.350,
  "de_lowest_kcal_mol": 103.9
}

5.
{
  "formula": "C5H11N2O",
  "method": "wB97M-V/def2-TZVPD",
  "elements": ["O", "C", "C", "C", "C", "C", "N", "N", "H", "H", "H", "H", "H", "H", "H", "H", "H", "H", "H"],
  "coordinates": [[-0.137, 1.811, 0.499], [0.577, 1.302, 1.294], [0.425, -0.262, 1.532], [0.679, -0.984, 0.117], [-0.463, -0.675, -0.741], [-0.337, 0.119, -1.816], [-1.562, 0.593, -2.490], [1.323, -0.615, 2.549], [1.053, 1.899, 2.139], [-0.608, -0.267, 1.908], [1.594, -0.576, -0.419], [0.745, -2.019, 0.457], [-1.463, -0.761, -0.275], [0.659, 0.438, -2.184], [-1.663, 1.602, -2.314], [-1.600, 0.348, -3.487], [-2.498, 0.229, -2.211], [1.002, -1.357, 3.172], [2.274, -0.825, 2.270]],
  "atomic_forces_ev_per_a": [[0.791, -0.096, -0.076], [-1.429, 2.021, 0.759], [1.522, -0.088, 0.835], [0.881, 0.824, 0.109], [-1.264, 1.570, -0.009], [0.059, -1.333, 0.966], [-0.805, 0.213, -0.281], [-0.814, -1.569, -0.941], [0.176, -0.607, -0.988], [0.171, -0.572, -0.218], [-0.610, -0.926, 1.131], [0.200, -0.090, -0.612], [0.399, -0.612, -0.644], [-1.111, -0.008, -0.311], [0.181, 0.075, -0.696], [0.581, 0.630, -0.242], [0.899, -0.370, 0.763], [-0.132, 0.578, 0.520], [0.302, 0.362, -0.065]],
  "mulliken_charge": [-0.21, 0.00, -0.05, -0.51, -0.26, -0.36, -0.26, -0.38, 0.41, 0.42, 0.43, 0.33, 0.31, 0.34, 0.38, 0.39, 0.39, 0.32, 0.30],
  "charge": 2,
  "homo_energy_ev": [-18.47, -18.48],
  "spin_multiplicity": 2,
  "homo_lumo_gap_ev": [10.437, 6.400],
  "de_lowest_kcal_mol": 40.5
}

6.
{
  "formula": "C5H11N2O2S",
  "method": "wB97M-V/def2-TZVPD",
  "elements": ["C", "C", "C", "C", "C", "N", "N", "O", "O", "S", "H", "H", "H", "H", "H", "H", "H", "H", "H", "H", "H"],
  "coordinates": [[1.550, -0.630, -0.151], [-1.507, 1.530, -0.133], [-2.794, 0.732, 0.640], [-0.322, 0.674, -1.118], [2.666, -0.638, 0.825], [1.249, -1.734, -0.788], [0.889, 0.496, -0.350], [-1.188, -1.281, 1.150], [-1.058, -0.504, -1.284], [-2.129, -0.982, 0.099], [-0.956, 2.082, 0.624], [-1.957, 2.237, -0.822], [-2.716, 0.831, 1.708], [-3.730, 0.990, 0.180], [-0.172, 1.204, -2.054], [3.074, 0.354, 0.997], [3.463, -1.302, 0.498], [2.287, -1.018, 1.776], [1.742, -2.591, -0.590], [0.414, -1.768, -1.368], [1.194, 1.317, 0.159]],
  "atomic_forces_ev_per_a": [[0.152, 0.088, -0.089], [0.428, 0.419, -0.193], [4.282, -0.583, -3.407], [-4.584, 0.649, 3.178], [0.126, -0.079, 0.273], [-0.158, -0.182, -0.253], [0.272, 0.054, 0.077], [0.562, -0.301, 0.841], [-0.793, -0.598, 0.174], [-0.351, 0.695, -0.805], [-0.041, 0.181, 0.041], [0.023, 0.133, 0.013], [0.029, -0.257, 0.293], [-0.254, -0.019, -0.126], [0.080, -0.105, -0.067], [-0.001, 0.043, -0.065], [0.027, 0.015, -0.055], [-0.052, 0.001, 0.012], [0.008, 0.145, 0.035], [0.186, -0.067, 0.138], [0.058, -0.234, -0.013]],
  "mulliken_charge": [0.87, -0.81, -0.53, 0.03, -1.39, -0.28, -0.13, -0.50, -0.56, 0.59, 0.36, 0.39, 0.35, 0.37, 0.42, 0.37, 0.41, 0.33, 0.23, 0.24, 0.25],
  "charge": 1,
  "homo_energy_ev": -13.25,
  "homo_lumo_gap_ev": 10.295,
  "de_lowest_kcal_mol": 16.6
}

7.
{
  "formula": "C5H11N2O2S",
  "method": "wB97M-V/def2-TZVPD",
  "elements": ["C", "C", "C", "C", "C", "N", "N", "O", "O", "S", "H", "H", "H", "H", "H", "H", "H", "H", "H", "H", "H"],
  "coordinates": [[-1.191, 0.455, -0.368], [-2.314, -0.565, -0.605], [1.067, 1.894, -0.822], [1.413, -2.380, 1.140], [1.082, 0.487, -0.250], [-3.484, -0.490, -0.059], [0.096, -0.203, -0.134], [-4.416, -1.162, -0.355], [-3.679, 0.604, 0.796], [-0.138, -1.851, 0.463], [-1.115, 1.103, -1.280], [-1.402, 1.013, 0.620], [-2.165, -1.277, -1.398], [2.056, 2.409, -1.135], [0.577, 1.771, -1.706], [0.395, 2.529, -0.172], [2.005, -2.497, 0.266], [1.137, -3.410, 1.457], [1.801, -1.684, 1.826], [-4.662, 0.387, 1.108], [2.120, 0.083, -0.309]],
  "atomic_forces_ev_per_a": [[-2.768, 0.181, 1.154], [2.214, 1.079, -0.070], [1.152, 1.209, 2.584], [-0.990, -0.707, -1.554], [7.266, 3.185, -2.460], [1.861, 1.692, -0.721], [-3.959, -2.999, 1.076], [-2.383, -1.379, 0.250], [-2.917, -1.240, 0.982], [-1.018, 0.195, 0.055], [-0.062, -0.458, 1.154], [0.133, -0.410, -1.887], [-0.439, -0.206, 0.037], [-1.429, -1.232, 1.329], [-1.551, 0.003, -2.757], [1.019, -0.255, -0.746], [1.283, -0.228, -0.388], [0.357, 0.785, 0.393], [0.538, 0.349, 1.267], [2.658, 0.791, -0.726], [-0.965, -0.356, 1.027]],
  "mulliken_charge": [-0.21, -1.26, -1.39, -0.98, 0.47, 0.82, 0.07, -0.65, -0.47, 0.22, 0.34, 0.43, 0.59, 0.33, 0.50, 0.33, 0.38, 0.37, 0.34, 0.40, 0.35],
  "charge": 1,
  "homo_energy_ev": -12.67,
  "smiles": "C/C=[N+](\\C/C=[N+](/[O-])O)SC",
  "homo_lumo_gap_ev": 8.700,
  "de_lowest_kcal_mol": 119.9
}

8.
{
  "formula": "C5H11N2O2S",
  "method": "wB97M-V/def2-TZVPD",
  "elements": ["C", "C", "O", "C", "C", "S", "N", "N", "C", "O", "H", "H", "H", "H", "H", "H", "H", "H", "H", "H", "H"],
  "coordinates": [[-1.256, 1.649, 2.135], [-1.474, 1.921, 0.647], [-0.903, 0.929, -0.212], [0.483, 0.776, -0.060], [0.901, -0.162, -1.187], [-0.194, -1.578, -1.200], [0.506, -2.618, -2.294], [0.007, -2.316, 0.284], [1.177, -2.499, 0.679], [2.225, -2.590, 1.128], [-2.072, 2.093, 2.699], [-1.220, 0.575, 2.317], [-0.308, 2.073, 2.467], [-1.130, 2.919, 0.361], [-2.542, 1.898, 0.439], [0.736, 0.312, 0.899], [1.007, 1.731, -0.164], [0.718, 0.323, -2.149], [1.957, -0.439, -1.133], [1.458, -2.347, -2.527], [-0.074, -2.650, -3.129]],
  "atomic_forces_ev_per_a": [[0.468, 0.055, -0.521], [-0.673, 0.053, 0.393], [0.214, 0.009, 0.051], [-0.228, -0.297, -0.164], [0.255, 0.559, 0.054], [-0.494, -0.567, -0.149], [-0.006, 0.940, 0.159], [0.765, 0.004, -0.352], [-0.299, 0.571, 0.292], [-0.120, -0.361, -0.099], [0.058, -0.006, 0.145], [-0.241, -0.019, 0.082], [-0.066, 0.025, 0.182], [0.226, -0.076, -0.047], [0.043, -0.133, -0.174], [0.058, 0.229, 0.104], [0.139, -0.041, 0.042], [-0.088, -0.130, -0.057], [-0.060, -0.242, 0.076], [0.040, -0.292, -0.057], [0.010, -0.281, 0.041]],
  "mulliken_charge": [-1.10, -0.33, -0.36, -0.53, -0.79, 0.54, -0.49, -0.34, 0.71, -0.26, 0.38, 0.30, 0.32, 0.34, 0.32, 0.26, 0.44, 0.45, 0.53, 0.30, 0.33],
  "charge": 1,
  "homo_energy_ev": -14.01,
  "homo_lumo_gap_ev": 10.146,
  "de_lowest_kcal_mol": 24.4
}

9.
{
  "formula": "C5H11N2OP",
  "method": "wB97M-V/def2-TZVPD",
  "elements": ["C", "C", "C", "C", "C", "N", "N", "O", "P", "H", "H", "H", "H", "H", "H", "H", "H", "H", "H", "H"],
  "coordinates": [[-2.450, 1.000, 0.479], [-1.174, 1.781, 0.238], [2.792, -0.282, 0.099], [2.562, 0.825, -0.771], [-0.130, -2.500, -0.120], [-1.678, 0.970, -0.783], [2.331, 0.681, 0.768], [-1.093, -1.478, -0.229], [-0.764, -0.298, -1.366], [-2.411, 0.094, 1.115], [-3.419, 1.415, 0.226], [-1.244, 2.801, -0.038], [-0.377, 1.522, 0.892], [-1.847, -0.822, -2.189], [3.271, -1.246, 0.240], [3.307, 1.502, -1.146], [1.639, 0.961, -1.461], [-0.249, -3.357, -0.783], [-0.019, -3.002, 0.895], [0.973, -2.173, -0.263]],
  "atomic_forces_ev_per_a": [[0.156, -0.257, -1.132], [-1.350, 0.812, 1.197], [0.311, 0.351, 0.442], [-2.312, 1.120, -1.515], [2.776, -0.946, 1.274], [0.271, -1.227, -0.363], [0.363, -0.629, -1.095], [1.062, -0.609, 0.592], [-1.589, -1.404, -0.764], [0.045, 0.793, -0.476], [-0.011, 0.199, 0.754], [0.011, 1.091, 0.328], [0.918, -0.451, 0.115], [0.679, 0.464, -0.148], [-0.352, 0.038, 0.141], [0.824, 0.102, 0.491], [1.396, -0.827, 1.553], [-0.489, 0.261, -0.457], [-0.962, 1.052, -0.754], [-1.748, 0.066, -0.182]],
  "mulliken_charge": [-0.31, -0.43, -0.07, -0.14, -0.53, -0.21, -0.36, -0.25, 0.02, 0.21, 0.24, 0.28, 0.30, 0.02, 0.36, 0.26, -0.01, 0.34, 0.26, 0.03],
  "homo_energy_ev": -8.99,
  "smiles": "COPN1CC1.C1=NC1",
  "homo_lumo_gap_ev": 9.920,
  "de_lowest_kcal_mol": 60.9
}

10.
{
  "formula": "C5H11N2P",
  "method": "wB97M-V/def2-TZVPD",
  "elements": ["C", "C", "C", "C", "C", "N", "N", "P", "H", "H", "H", "H", "H", "H", "H", "H", "H", "H", "H"],
  "coordinates": [[0.802, -1.010, -1.336], [-1.775, 1.076, 0.755], [2.120, -0.277, -1.739], [0.960, -2.522, -1.251], [-2.188, 2.449, 0.449], [-0.297, -0.432, -1.147], [-1.105, 0.333, -1.068], [-0.543, 0.820, 2.030], [1.939, 0.782, -1.859], [2.377, -0.812, -2.659], [2.941, -0.406, -0.942], [0.696, -2.937, -0.218], [1.977, -2.724, -1.304], [0.414, -3.155, -1.948], [-2.088, 2.715, -0.716], [-3.232, 2.449, 0.703], [-1.599, 3.172, 0.981], [-0.413, 2.262, 2.298], [-1.511, 0.644, 3.006]],
  "atomic_forces_ev_per_a": [[2.302, -1.923, -0.133], [-0.211, -1.924, -0.249], [-0.746, -0.859, 1.344], [-2.013, -0.104, 2.374], [0.551, 0.132, -3.323], [3.111, -1.596, -0.353], [-3.666, 3.738, 1.177], [0.329, 1.307, -1.056], [0.109, 0.187, -0.360], [0.528, 0.622, 0.024], [-1.332, -0.012, -1.202], [0.039, 0.727, -1.182], [1.870, -0.448, -0.483], [-0.064, 0.388, -0.330], [-0.428, -0.706, 2.489], [-0.573, 0.663, 0.106], [0.095, 0.819, 0.326], [0.467, -0.826, 0.393], [-0.369, -0.186, 0.439]],
  "mulliken_charge": [0.72, 0.06, -1.12, -1.24, -0.84, 0.87, -1.11, -0.12, 0.35, 0.34, 0.27, 0.29, 0.38, 0.31, 0.24, 0.24, 0.32, -0.01, 0.05],
  "homo_energy_ev": [-6.97, -6.97],
  "homo_lumo_gap_ev": [7.449, 7.449],
  "de_lowest_kcal_mol": 148.1
}